(1)
{
  "formula": "C3H5MgO3Sc",
  "method": "the ωB97M-V functional and the def2-TZVPD basis",
  "homo_ev": [-10.103, -11.134],
  "e_tot_ev": -35470.1426,
  "spin_multiplicity": 2,
  "orbital_gap_ev": [6.404, 5.434],
  "total_charge": 1,
  "de_lowest_kj_mol": 242.46,
  "elements": ["O", "H", "H", "H", "C", "C", "Sc", "H", "Mg", "C", "H", "O", "O"],
  "coordinates": [[2.778, -0.207, 0.299], [-1.929, 2.430, 0.194], [2.698, -1.073, 0.833], [-0.242, -2.344, -0.502], [-2.035, 0.402, -0.219], [-0.368, -1.362, -0.015], [4.654, 0.538, -0.058], [-0.595, -1.516, 1.059], [1.069, 0.224, -0.555], [-1.346, 1.565, -0.161], [-3.062, 0.372, 0.157], [-1.565, -0.811, -0.649], [-0.056, 1.782, -0.382]]
}


(2)
{
  "formula": "C3H5N",
  "method": "the ωB97M-V functional and the def2-TZVPD basis",
  "homo_ev": [-9.156, -9.506],
  "e_tot_ev": -4677.8399,
  "spin_multiplicity": 1,
  "orbital_gap_ev": [8.022, 9.417],
  "de_lowest_kj_mol": 387.61,
  "elements": ["H", "C", "H", "C", "H", "N", "C", "H", "H"],
  "coordinates": [[-1.310, 0.136, -0.116], [1.409, 0.866, 0.483], [-0.191, -1.155, -0.907], [-0.810, -0.841, -0.042], [1.458, 1.235, 1.494], [3.251, -0.683, -0.409], [2.310, -0.070, -0.053], [0.842, 1.611, -0.069], [-0.917, -1.539, 0.836]]
}


(3)
{
  "formula": "C3H5N",
  "method": "the ωB97M-V functional and the def2-TZVPD basis",
  "smiles": "CCC#N",
  "homo_ev": -10.968,
  "e_tot_ev": -4681.0321,
  "spin_multiplicity": 1,
  "orbital_gap_ev": 11.745,
  "de_lowest_kj_mol": 79.61,
  "elements": ["H", "N", "H", "H", "C", "C", "H", "H", "C"],
  "coordinates": [[1.487, -0.895, -0.059], [-2.158, -0.732, -1.197], [-1.043, 0.978, 0.367], [0.274, -0.983, 1.222], [0.827, -0.294, 0.577], [-0.103, 0.553, -0.265], [0.421, 1.226, -0.947], [1.450, 0.337, 1.220], [-1.156, -0.190, -0.919]]
}


(4)
{
  "formula": "C3H5N",
  "method": "the ωB97M-V functional and the def2-TZVPD basis",
  "smiles": "CCC#N",
  "homo_ev": -11.662,
  "e_tot_ev": -4681.5211,
  "spin_multiplicity": 1,
  "orbital_gap_ev": 12.512,
  "de_lowest_kj_mol": 32.42,
  "elements": ["C", "C", "H", "N", "H", "H", "H", "H", "C"],
  "coordinates": [[-1.488, -0.481, -0.007], [-0.537, 0.684, -0.023], [-1.593, -1.038, 0.956], [1.923, -0.361, -0.034], [-1.316, -1.136, -0.788], [-0.588, 1.305, 0.916], [-0.660, 1.374, -0.870], [-2.546, -0.166, -0.169], [0.898, 0.162, 0.062]]
}


(5)
{
  "formula": "C3H5N2",
  "method": "the ωB97M-V functional and the def2-TZVPD basis",
  "smiles": "C1#[N+]CNC1",
  "homo_ev": [-15.399, -15.397],
  "e_tot_ev": -6160.2018,
  "spin_multiplicity": 1,
  "orbital_gap_ev": [7.285, 7.281],
  "total_charge": 1,
  "de_lowest_kj_mol": 549.07,
  "elements": ["N", "H", "H", "H", "C", "H", "C", "C", "N", "H"],
  "coordinates": [[-0.774, 1.473, -0.049], [0.922, -0.933, -1.657], [-0.804, -1.270, -1.492], [0.685, 1.215, 1.338], [-0.132, 0.629, 1.039], [1.149, -1.051, 0.563], [-0.464, 0.826, -1.023], [-0.043, -0.582, -1.126], [0.228, -0.693, 0.425], [-0.766, 0.386, 1.983]]
}


(6)
{
  "formula": "C3H5N2",
  "method": "the ωB97M-V functional and the def2-TZVPD basis",
  "homo_ev": [-12.000, -16.805],
  "e_tot_ev": -6159.1936,
  "spin_multiplicity": 3,
  "orbital_gap_ev": [7.917, 9.214],
  "total_charge": 1,
  "de_lowest_kj_mol": 137.36,
  "elements": ["H", "N", "C", "C", "H", "H", "H", "H", "N", "C"],
  "coordinates": [[-1.014, 2.011, 0.067], [-0.757, -1.119, -0.044], [0.488, -0.826, -0.031], [0.655, 0.626, 0.023], [1.222, 1.017, -0.831], [1.205, 0.942, 0.920], [1.703, -1.721, -0.052], [-1.201, -2.031, -0.080], [-0.724, 1.043, 0.031], [-1.577, 0.059, -0.004]]
}


(7)
{
  "formula": "C3H5N2",
  "method": "the ωB97M-V functional and the def2-TZVPD basis",
  "homo_ev": [-12.507, -17.627],
  "e_tot_ev": -6157.0348,
  "spin_multiplicity": 3,
  "orbital_gap_ev": [8.041, 10.936],
  "total_charge": 1,
  "de_lowest_kj_mol": 345.65,
  "elements": ["H", "H", "N", "H", "H", "H", "C", "C", "N", "C"],
  "coordinates": [[1.208, -0.836, -0.273], [0.186, 1.406, -1.186], [0.313, -0.396, 0.166], [-1.134, -1.946, -0.287], [0.071, 1.787, 0.736], [0.466, -0.379, 1.147], [-1.572, 0.498, -0.269], [-0.145, 1.036, -0.155], [-2.472, -0.010, 0.352], [-1.022, -0.927, -0.447]]
}


(8)
{
  "formula": "C3H5N2O",
  "method": "the ωB97M-V functional and the def2-TZVPD basis",
  "homo_ev": -16.167,
  "e_tot_ev": -8209.2299,
  "spin_multiplicity": 1,
  "orbital_gap_ev": 10.393,
  "total_charge": 1,
  "de_lowest_kj_mol": 382.41,
  "elements": ["C", "N", "C", "H", "H", "H", "H", "O", "N", "C", "H"],
  "coordinates": [[-0.432, 2.123, -1.044], [0.406, -2.188, 1.171], [-0.261, 0.421, -0.395], [-1.027, 1.964, -2.005], [0.940, -2.974, 0.806], [0.663, 2.037, -1.108], [-0.771, 2.580, -0.226], [-0.392, 0.103, 0.945], [0.319, -0.737, -0.784], [0.162, -1.120, 0.502], [0.393, -2.209, 2.137]]
}